1.
An isolated ion of composition C13H20BO2 and charge -1, computed with the ωB97M-V functional and the def2-TZVPD basis.

```
36
Properties=species:S:1:pos:R:3
O -3.09 -0.10 -1.72
O -2.94 -1.46 0.17
C 1.73 -0.45 1.40
C 0.00 1.11 1.95
C 0.63 0.41 -2.08
C -1.82 0.16 -1.16
C -1.95 -0.49 0.26
C 2.22 -1.79 0.88
C 0.36 -0.12 1.41
C 2.66 0.44 1.92
C 0.58 1.87 -1.65
C -0.67 -1.08 0.87
C -0.70 -0.37 -2.06
C 2.28 1.67 2.45
C 0.93 2.00 2.46
B -3.42 -1.48 -1.27
H -1.01 -1.73 1.69
H -1.76 1.24 -1.03
H -0.25 2.41 -2.12
H -0.20 -1.74 0.14
H 3.30 -1.78 0.79
H 1.92 -2.60 1.55
H 3.03 2.35 2.84
H 3.71 0.17 1.91
H -4.62 -1.74 -1.39
H -0.49 -1.41 -1.79
H 1.51 2.38 -1.93
H -1.13 -0.43 -3.07
H 1.39 -0.10 -1.48
H -1.05 1.40 1.97
H 0.61 2.96 2.87
H -2.77 -2.36 -1.90
H 1.80 -2.01 -0.10
H 1.02 0.38 -3.11
H 0.49 1.97 -0.57
H -2.32 0.31 0.92
```

Values from the calculation:
HOMO-LUMO gap (eV): 6.7151
F_max (eV/Å): 0.9
Charge: -1
E_tot (hartree): -682.77199
Highest occupied orbital energy (eV): -3.658
LUMO energy (eV): 3.06

2.
C13H20Br2KO9S2 as an isolated structure, computed with the ωB97M-V functional and the def2-TZVPD basis.

```
47
Properties=species:S:1:pos:R:3
Br 1.52 -3.52 -1.87
Br 4.71 -3.28 -1.84
K 0.29 -0.57 -0.58
S -2.70 -0.49 -1.69
S -1.52 1.41 1.23
O -1.33 0.02 1.65
O 2.32 0.34 -2.24
O -1.60 2.34 2.33
O -3.68 -0.98 -2.63
O 1.79 -2.35 1.83
O -1.60 0.25 -2.33
O -2.21 -1.49 -0.76
O -0.54 1.79 0.21
O 2.74 -0.21 0.56
C -5.73 1.91 -0.57
C -4.88 0.99 -1.16
C 3.18 0.99 -0.05
C 3.47 0.71 -1.51
C -3.14 1.49 0.41
C -3.59 0.76 -0.70
C -5.28 2.63 0.53
C 3.08 -3.10 -0.83
C 1.55 -1.11 2.46
C 1.51 1.45 -2.63
C 0.74 -3.26 2.10
C -4.00 2.42 1.00
C 2.54 -0.08 1.97
H 3.13 -3.78 0.02
H 0.71 -3.53 3.16
H -5.92 3.36 1.01
H 1.66 -1.20 3.55
H 0.92 -4.16 1.51
H -5.21 0.41 -2.02
H 0.52 -0.78 2.26
H -6.72 2.06 -0.96
H 2.07 2.11 -3.29
H 4.18 -0.12 -1.60
H 2.40 1.75 0.06
H 1.14 2.01 -1.77
H 3.51 -0.17 2.47
H 3.02 -2.08 -0.49
H 3.94 1.60 -1.96
H -0.23 -2.84 1.82
H -3.63 2.96 1.86
H 2.13 0.91 2.18
H 0.65 1.04 -3.15
H 4.09 1.35 0.45
```

Values from the calculation:
HOMO-LUMO gap (eV): 7.9932
F_max (eV/Å): 0.4
Charge: -1
E_tot (hartree): -7728.99745
Highest occupied orbital energy (eV): -5.994
LUMO energy (eV): 2.00
Relative energy (zero: lowest compared OMol25 entry of this formula, charge and spin) (eV): 0.000

3.
C13H20BrCl2CuN5S as an isolated structure, computed with the ωB97M-V functional and the def2-TZVPD basis.

```
43
Properties=species:S:1:pos:R:3
Br 2.36 2.46 1.24
Cu -0.04 0.14 0.48
Cl 0.02 0.13 3.49
Cl 0.46 -2.31 5.06
S -2.02 -1.02 0.43
N 3.94 -1.17 0.27
N -1.97 -0.44 -2.18
N 1.54 -0.76 -0.14
N -0.37 2.13 0.91
N -2.60 -2.57 -1.63
C -3.29 -1.71 -3.79
C -0.98 4.84 0.98
C -1.99 3.90 0.86
C 2.67 -0.94 0.07
C -2.20 -1.36 -1.24
C 0.33 4.42 1.07
C -0.13 -0.65 5.08
C -1.64 2.56 0.83
C -2.25 -0.63 -3.61
C 4.36 -2.20 1.23
C 4.93 -0.20 -0.19
C -2.86 -2.95 -3.02
C 0.58 3.05 1.04
H -1.17 -0.65 5.36
H 0.47 -0.08 5.79
H -3.63 -3.71 -3.03
H -2.60 0.32 -4.01
H -1.70 0.47 -1.85
H 3.56 -2.91 1.38
H -4.26 -1.37 -3.40
H -2.76 -3.24 -0.89
H -3.03 4.19 0.80
H -2.39 1.78 0.76
H -1.95 -3.37 -3.46
H 4.49 0.45 -0.93
H -3.41 -1.95 -4.84
H -1.33 -0.90 -4.14
H -1.21 5.90 1.00
H 4.62 -1.75 2.19
H 5.23 -2.71 0.83
H 1.15 5.11 1.18
H 5.77 -0.73 -0.64
H 5.30 0.40 0.65
```

Values from the calculation:
HOMO-LUMO gap (eV): 8.6274
F_max (eV/Å): 0.4
Charge: +1
E_tot (hartree): -6314.06347
Highest occupied orbital energy (eV): -10.876
LUMO energy (eV): -2.25
Relative energy (zero: lowest compared OMol25 entry of this formula, charge and spin) (eV): 0.134

4.
C13H20BrN4O3SSbSe4Tc as an isolated structure, computed with the ωB97M-V functional and the def2-TZVPD basis.

```
48
Properties=species:S:1:pos:R:3
Sb -1.35 -5.12 -0.18
Tc -1.22 -1.48 -0.41
Br 1.10 -2.20 -1.10
Se -3.32 -6.29 0.42
Se -2.15 -3.13 -1.79
Se -1.20 -3.01 1.34
Se 0.71 -6.13 -0.73
S -2.19 1.00 -0.93
O 1.13 1.30 -2.28
O -2.93 -0.21 -0.44
O -2.44 2.20 -0.19
N 1.59 -2.01 2.63
N 2.66 0.98 -0.11
N -0.80 0.18 2.15
N -0.58 0.58 -0.98
C -1.11 1.45 -3.16
C 0.31 0.91 2.88
C 3.00 -0.10 2.15
C -3.51 1.40 -3.43
C -0.08 1.12 -2.11
C -2.04 1.94 -5.28
C 1.16 0.06 3.85
C -2.38 1.28 -2.66
C 2.23 -0.85 3.23
C -0.91 1.80 -4.47
C 2.01 0.46 1.12
C -3.32 1.73 -4.77
C 1.19 1.53 1.79
H 1.35 -0.34 0.80
H 0.54 2.04 1.08
H -1.93 2.20 -6.32
H 1.28 -2.67 3.33
H 1.78 1.11 -1.33
H 3.20 1.82 0.10
H 2.92 -1.11 4.03
H -4.18 1.82 -5.42
H 3.57 0.72 2.59
H 3.71 -0.79 1.67
H -1.35 0.93 1.75
H 2.21 -2.52 2.01
H -4.50 1.23 -3.02
H -1.41 -0.27 2.82
H 1.66 0.77 4.52
H 1.85 2.29 2.23
H 0.49 -0.55 4.46
H -0.13 1.70 3.47
H 3.30 0.29 -0.47
H 0.09 1.93 -4.86
```

Values from the calculation:
HOMO-LUMO gap (spin up / spin down) (eV): 5.4753 / 5.4304
Spin multiplicity: 4
F_max (eV/Å): 3.2
E_tot (hartree): -13851.13848
Highest occupied orbital energy (spin up / spin down) (eV): -7.106 / -7.085
LUMO energy (spin up / spin down) (eV): -1.63 / -1.66
Relative energy (zero: lowest compared OMol25 entry of this formula, charge and spin) (eV): 2.226
⟨S²⟩: 3.82

5.
C13H20ClHfN3O6 as an isolated structure, computed with the ωB97M-V functional and the def2-TZVPD basis.

```
44
Properties=species:S:1:pos:R:3
Hf 5.45 -6.05 -1.79
Cl 2.40 -2.08 -2.30
O 2.18 -3.50 -2.33
O -0.39 3.50 -3.59
O -2.25 2.46 -3.19
O 2.70 -1.49 -3.59
O 1.26 -1.57 -1.65
O 3.61 -2.04 -1.52
N -1.23 2.64 -3.84
N 2.39 4.08 1.77
N 3.24 2.31 2.82
C -4.22 -4.47 0.27
C 0.92 5.96 2.17
C -5.37 -6.85 -0.17
C 2.17 2.78 2.12
C -3.43 -5.53 -0.15
C 3.61 4.41 2.28
C 1.46 5.01 1.16
C -1.02 1.71 -4.93
C 4.26 3.29 2.76
C -5.56 -4.58 0.53
C -6.16 -5.81 0.22
C 3.53 0.95 3.26
C -3.96 -6.79 -0.24
H -2.36 -5.47 -0.25
H 0.01 1.78 -5.28
H -5.84 -7.80 -0.39
H 2.98 0.21 2.69
H 1.78 5.54 0.26
H 1.34 2.23 1.70
H -6.15 -3.75 0.89
H -3.53 -7.60 -0.81
H 0.58 4.43 0.86
H -1.69 1.98 -5.75
H 5.26 3.04 3.08
H -3.73 -3.51 0.41
H -7.24 -5.82 0.31
H 3.96 5.37 1.95
H 3.26 1.04 4.31
H -1.34 0.76 -4.49
H 0.05 6.45 1.74
H 1.72 6.69 2.30
H 0.75 5.42 3.10
H 4.60 0.73 3.29
```

Values from the calculation:
HOMO-LUMO gap (eV): 1.3347
F_max (eV/Å): 4.7
Charge: +4
E_tot (hartree): -1628.82609
Highest occupied orbital energy (eV): -18.127
LUMO energy (eV): -16.79

6.
C13H20N2NiOS as an isolated structure, computed with the ωB97M-V functional and the def2-TZVPD basis.

```
38
Properties=species:S:1:pos:R:3
Ni 0.87 2.33 0.45
S 3.39 4.22 1.88
O 0.44 1.09 1.95
N -0.54 1.49 -0.98
N -0.88 3.58 0.84
C 1.47 -0.91 -0.08
C -2.05 2.78 0.44
C 2.53 0.10 0.17
C -0.38 -2.96 -0.48
C 0.68 -2.81 -1.38
C 1.59 -1.78 -1.16
C 0.12 -0.13 1.87
C -0.56 -2.12 0.60
C -1.74 -2.29 1.49
C 0.82 -3.75 -2.54
C 2.20 3.48 1.24
C -1.81 2.24 -0.97
C 0.36 -1.05 0.80
H -2.34 -1.38 1.53
H 1.74 -3.57 -3.08
H -2.15 1.96 1.15
H -0.02 -3.62 -3.23
H -0.45 -0.51 2.72
H -1.10 -3.74 -0.66
H 2.14 1.17 0.03
H -2.38 -3.10 1.13
H -0.91 3.79 1.84
H 2.91 0.04 1.19
H -0.20 1.39 -1.93
H 0.80 -4.78 -2.20
H 2.45 -1.69 -1.81
H -1.43 -2.53 2.50
H 3.36 -0.01 -0.52
H -0.72 0.53 -0.65
H -0.86 4.46 0.34
H -2.65 1.62 -1.29
H -2.98 3.37 0.46
H -1.72 3.08 -1.66
```

Values from the calculation:
HOMO-LUMO gap (spin up / spin down) (eV): 8.1055 / 6.9100
Spin multiplicity: 2
F_max (eV/Å): 3.0
Charge: +1
E_tot (hartree): -2598.36415
Highest occupied orbital energy (spin up / spin down) (eV): -11.684 / -10.579
LUMO energy (spin up / spin down) (eV): -3.58 / -3.67
⟨S²⟩: 0.80